The following is a DFT calculation (ωB97M-V with the def2-TZVPD basis set) of a structure of composition C49H38Cl3N4O2PS5Sc at a distorted geometry.

Positions of all 103 atoms, in Å:
Sc 0.190 -0.375 -0.229
N 2.656 0.818 3.494
C 3.916 0.214 3.609
C 4.774 0.626 4.614
C 6.018 0.022 4.758
C 6.402 -0.982 3.893
C 5.549 -1.392 2.874
C 4.310 -0.798 2.736
S 3.196 -1.332 1.433
N 1.927 -0.236 1.511
C 1.786 0.626 2.458
C 0.574 1.466 2.462
C 0.125 2.070 3.642
C -0.961 2.926 3.600
C -1.567 3.155 2.377
C -1.100 2.458 1.274
N -0.070 1.620 1.294
H 2.515 1.618 4.094
H 4.467 1.415 5.287
H 6.674 0.348 5.550
H 7.365 -1.454 4.002
H 5.842 -2.175 2.193
H 0.592 1.862 4.592
H -1.316 3.410 4.497
H -2.393 3.841 2.277
H -1.583 2.610 0.320
O -0.655 -1.201 1.457
N -0.395 -2.374 2.029
C -0.814 -2.601 3.284
C -0.649 -3.825 3.880
C -0.019 -4.849 3.163
C 0.443 -4.591 1.899
C 0.266 -3.328 1.314
S 0.821 -2.950 -0.244
H -1.296 -1.763 3.764
H -1.010 -3.983 4.882
H 0.100 -5.827 3.601
H 0.945 -5.335 1.303
Cl -0.897 1.619 -1.791
C -2.622 1.695 -1.996
C -3.110 2.657 -2.864
C -4.475 2.786 -3.040
C -5.335 1.968 -2.327
C -4.836 1.015 -1.457
C -3.464 0.839 -1.281
P -2.658 -0.387 -0.141
C -3.474 -1.992 -0.524
C -2.662 -3.087 -0.804
C -3.210 -4.335 -1.042
C -4.583 -4.500 -1.041
C -5.399 -3.422 -0.738
C -4.852 -2.184 -0.455
C -3.568 -0.050 1.408
C -3.734 -1.081 2.332
C -4.396 -0.854 3.523
C -4.889 0.408 3.816
C -4.704 1.442 2.916
C -4.046 1.218 1.720
H -2.414 3.291 -3.388
H -4.860 3.528 -3.723
H -6.403 2.072 -2.446
H -5.533 0.413 -0.900
H -1.585 -2.977 -0.818
H -2.554 -5.172 -1.224
H -5.016 -5.466 -1.254
H -6.471 -3.551 -0.710
H -5.504 -1.381 -0.153
H -3.361 -2.072 2.107
H -4.541 -1.665 4.222
H -5.425 0.576 4.738
H -5.083 2.427 3.139
H -3.927 2.030 1.018
Cl -1.190 -1.197 -2.788
C -1.051 -2.550 -3.934
Cl 0.337 -3.557 -3.495
H -0.893 -2.129 -4.925
H -1.961 -3.147 -3.879
O 1.394 -0.057 -1.521
C 2.468 0.093 -2.391
C 2.015 -0.028 -3.835
C 2.410 -0.870 -4.828
C 1.741 -0.637 -6.053
C 0.850 0.380 -5.977
S 0.813 1.084 -4.409
C 3.549 -0.914 -2.059
C 4.746 -0.673 -1.454
C 5.476 -1.849 -1.176
C 4.818 -2.971 -1.559
S 3.300 -2.612 -2.276
C 3.054 1.474 -2.219
C 3.923 2.151 -3.014
C 4.264 3.417 -2.484
C 3.648 3.674 -1.304
S 2.639 2.366 -0.801
H 3.157 -1.634 -4.714
H 1.931 -1.200 -6.950
H 0.207 0.771 -6.742
H 5.108 0.312 -1.220
H 6.450 -1.848 -0.722
H 5.123 -3.994 -1.461
H 4.303 1.757 -3.940
H 4.934 4.100 -2.971
H 3.728 4.546 -0.686

Calculated values
Multiplicity: 1
Energy, a.u.: -6733.0772
Frontier orbital gap, eV: 6.8
Energy above the lowest of the compared OMol25 structures with the same formula, charge and spin, kcal per mole: 27.8
Net charge: +1